20
Properties=species:S:1:pos:R:3:forces:R:3:lowdin_spin:R:1 method="wB97M-V/def2-TZVPD" spin_multiplicity=3 charge=-1 relative_energy_kj_mol=4.9 orbital_gap_ev="3.57 / 6.47" lumo_ha="0.1268 / 0.1101" s_squared=2.008 e_homo_ev="-0.118 / -3.475"
C 0.283428 -2.033870 0.445361 -2.1 -0.1 2.9 0.1273
C 1.007192 -1.952087 -0.612203 1.6 3.4 -2.0 0.4469
C -0.575563 -0.995441 1.091832 -0.2 -2.9 -0.3 0.0403
C -0.083223 2.997624 -1.032420 0.7 -2.9 0.3 0.0114
C -0.829432 1.656309 -1.258327 1.5 -1.2 -3.4 0.0821
C 0.659366 2.353349 0.114750 0.6 -0.4 4.0 0.0789
C 0.153121 0.968543 -0.341564 -2.3 0.5 2.8 0.6555
C 0.110263 -3.417547 0.989838 -1.0 0.0 1.8 0.0482
O 1.873696 -2.073114 -1.445065 0.7 -1.1 -1.1 0.3066
O -1.377598 -1.326519 1.964870 0.4 0.9 0.0 -0.0008
O -0.621061 0.278935 0.701335 1.5 1.5 -1.4 0.1135
H 0.613469 3.222511 -1.743639 1.5 0.7 -2.5 0.0020
H -0.602952 3.828081 -0.770519 -1.9 2.4 0.6 0.0039
H -1.754770 1.611524 -0.780669 -1.7 0.1 0.7 0.0120
H -0.935343 1.158810 -2.325457 0.2 1.3 1.8 0.0198
H 1.743705 2.385227 0.360273 -0.3 0.5 -1.1 0.0126
H 0.250558 2.762282 1.170142 0.3 -1.4 -2.1 0.0203
H -0.644796 -3.509373 1.757680 -0.7 0.3 0.1 0.0127
H 0.914610 -3.875476 1.508889 1.6 -0.2 0.1 0.0040
H -0.184671 -4.039766 0.204891 -0.4 -1.3 -1.3 0.0028